1.
Here is 2 unconnected molecules or ions with the total composition C19H32BrCl4N4 at a distorted geometry from the OMol25 dataset. Energies are from ωB97M-V/def2-TZVPD.

Computed properties:
multiplicity	1
charge	+1
HOMO-LUMO gap	7.02	eV

Last column: Löwdin charge in e.
CARTESIAN COORDINATES (ANGSTROEM)
C1 -0.155 0.181 4.187  -0.064
C2 -0.830 1.544 3.950  -0.243
N1 -1.576 1.638 2.680  0.009
C3 -0.813 1.612 1.523  -0.282
N2 0.462 1.901 1.666  0.122
N3 1.157 1.902 0.539  -0.425
Br1 2.948 2.384 0.815  0.937
C4 0.726 1.592 -0.666  -0.224
C5 1.684 1.589 -1.806  -0.039
C6 -0.649 1.251 -0.842  -0.074
C7 -1.206 0.850 -2.174  -0.115
C8 -1.672 -0.615 -2.250  -0.147
C9 -0.524 -1.622 -2.039  -0.335
C10 -0.826 -2.888 -2.885  -0.042
C11 -0.445 -2.033 -0.556  -0.167
C12 0.940 -2.463 -0.082  -0.180
C13 1.607 -3.519 -0.909  -0.098
C14 2.674 -3.355 -1.696  -0.332
C15 3.266 -2.005 -2.028  -0.051
C16 3.367 -4.549 -2.273  -0.060
C17 -1.444 1.315 0.279  -0.059
C18 -2.937 1.098 0.225  -0.196
N4 -3.762 2.143 0.841  0.046
H1 -0.477 -0.552 3.451  0.070
H2 0.920 0.293 4.096  0.068
H3 -0.378 -0.192 5.176  0.074
H4 -1.578 1.656 4.728  0.114
H5 -0.146 2.368 4.087  0.088
H6 -2.214 0.851 2.677  0.131
H7 2.495 0.892 -1.623  0.067
H8 2.145 2.565 -1.922  0.086
H9 1.208 1.347 -2.738  0.075
H10 -0.513 0.988 -2.987  0.104
H11 -2.054 1.503 -2.377  0.132
H12 -2.483 -0.856 -1.576  0.111
H13 -2.054 -0.751 -3.257  0.119
H14 0.406 -1.191 -2.400  0.116
H15 -0.169 -2.978 -3.743  0.084
H16 -1.867 -2.890 -3.187  0.077
H17 -0.691 -3.790 -2.300  0.067
H18 -0.750 -1.186 0.063  0.087
H19 -1.192 -2.803 -0.390  0.123
H20 0.821 -2.888 0.915  0.115
H21 1.595 -1.608 0.050  0.092
H22 1.196 -4.516 -0.823  0.115
H23 2.652 -1.524 -2.787  0.072
H24 3.341 -1.382 -1.146  0.060
H25 4.252 -2.127 -2.460  0.079
H26 2.696 -5.403 -2.265  0.077
H27 3.728 -4.390 -3.285  0.079
H28 4.231 -4.814 -1.670  0.088
H29 -3.175 0.102 0.596  0.138
H30 -3.198 1.077 -0.822  0.094
H31 -3.208 2.900 1.212  0.036
H32 -4.257 1.756 1.632  0.076
C19 -0.655 5.927 3.718  -2.052
Cl1 -1.014 5.666 5.424  0.543
Cl2 1.074 5.689 3.434  0.515
Cl3 -1.561 4.748 2.750  0.546
Cl4 -1.117 7.559 3.250  0.554


2.
Here is 3 unconnected molecules or ions with the total composition C19H32BrF6N5O4PS at a distorted geometry from the OMol25 dataset. Energies are from ωB97M-V/def2-TZVPD.

Computed properties:
multiplicity	1
charge	+1
HOMO-LUMO gap	8.89	eV

Last column: Löwdin charge in e.
CARTESIAN COORDINATES (ANGSTROEM)
C1 0.013 2.537 0.309  -0.098
C2 -0.443 1.005 0.536  -0.236
C3 -0.898 0.339 -0.861  -0.136
C4 -1.020 -1.225 -0.792  -0.182
N1 -0.007 -2.027 -1.377  0.198
C5 -0.521 -3.346 -1.069  -0.227
N2 0.172 -4.396 -1.504  0.071
C6 -0.119 -5.838 -1.393  -0.109
C7 0.326 -6.513 -0.012  -0.408
C8 1.481 -5.825 0.826  -0.069
N3 -0.199 -7.621 0.415  0.111
N4 -1.720 -3.391 -0.333  0.002
C9 -2.603 -4.403 0.247  -0.158
C10 -2.722 -4.339 1.863  -0.694
C11 -4.235 -4.701 2.304  -0.145
Br1 -1.559 -5.652 2.786  0.727
N5 -2.030 -2.051 -0.197  -0.189
P1 -3.413 -1.260 0.559  0.420
S1 -5.040 -1.605 -0.465  0.189
H1 -0.853 3.260 0.332  0.075
H2 0.675 2.795 1.196  0.087
H3 0.611 2.627 -0.656  0.080
H4 0.445 0.456 0.969  0.111
H5 -1.272 0.988 1.312  0.092
H6 -0.207 0.671 -1.705  0.127
H7 -1.915 0.797 -1.105  0.118
H8 1.044 -4.158 -1.997  0.169
H9 -1.197 -6.088 -1.675  0.132
H10 0.506 -6.369 -2.190  0.150
H11 1.538 -6.235 1.875  0.080
H12 2.464 -6.119 0.318  0.097
H13 1.399 -4.702 0.763  0.066
H14 -0.928 -7.929 -0.247  0.058
H15 -3.665 -4.177 -0.118  0.097
H16 -2.411 -5.478 -0.006  0.116
H17 -2.409 -3.316 2.257  0.055
H18 -4.994 -4.456 1.505  0.072
H19 -4.420 -4.156 3.287  0.093
H20 -4.277 -5.808 2.575  0.070
H21 -3.207 0.169 0.509  0.007
H22 -3.592 -1.585 1.936  0.001
C12 2.916 -0.455 -2.241  -0.080
C13 4.376 -0.292 -2.617  -0.199
O1 4.570 0.904 -3.386  0.028
C14 4.655 2.046 -2.682  -0.375
O2 4.573 2.112 -1.488  0.167
C15 4.905 3.226 -3.616  -0.529
F1 4.111 3.200 -4.700  0.161
F2 6.171 3.241 -4.065  0.169
F3 4.695 4.406 -3.017  0.165
H23 2.285 -0.426 -3.133  0.083
H24 2.755 -1.402 -1.724  0.062
H25 2.585 0.356 -1.588  0.066
H26 4.688 -1.125 -3.249  0.128
H27 5.022 -0.295 -1.736  0.129
C16 -0.279 8.393 0.204  -0.060
C17 0.632 7.858 1.292  -0.199
O3 -0.083 7.716 2.530  0.032
C18 -0.827 6.607 2.656  -0.376
O4 -0.928 5.757 1.814  0.147
C19 -1.489 6.568 4.030  -0.528
F4 -2.035 7.746 4.371  0.167
F5 -0.606 6.258 4.996  0.163
F6 -2.471 5.657 4.100  0.159
H28 -0.748 9.326 0.523  0.086
H29 0.284 8.574 -0.713  0.085
H30 -1.084 7.690 -0.017  0.075
H31 1.439 8.568 1.477  0.128
H32 1.095 6.912 1.001  0.124


3.
Here is a molecular structure, C19H32Cl2N3O4Sr at a distorted geometry from the OMol25 dataset. Energies are from ωB97M-V/def2-TZVPD.

Computed properties:
multiplicity	1
ΔE to the lowest compared entry with this formula, charge and spin	4.4	kJ/mol
charge	-1
HOMO-LUMO gap	5.91	eV

Last column: Löwdin charge in e.
CARTESIAN COORDINATES (ANGSTROEM)
O1 0.354 -0.358 -2.231  -0.217
C1 -0.753 0.316 -2.281  -0.505
C2 -0.483 1.724 -2.863  -0.177
C3 0.156 2.735 -2.153  -0.082
H1 0.388 2.580 -1.086  0.007
C4 0.425 3.956 -2.777  -0.097
H2 0.962 4.734 -2.223  0.097
C5 -0.010 4.177 -4.087  -0.129
H3 0.189 5.128 -4.580  0.081
C6 -0.709 3.178 -4.780  -0.111
H4 -1.090 3.319 -5.792  0.085
C7 -0.919 1.942 -4.167  -0.054
H5 -1.478 1.136 -4.656  0.105
H6 -1.291 -0.239 -3.071  0.108
C8 -2.597 -0.992 -0.969  -0.107
C9 -1.923 0.333 -1.105  -0.271
H7 -3.604 -0.952 -1.417  0.081
H8 -2.782 -1.298 0.073  0.051
H9 -2.025 -1.786 -1.461  0.078
C10 -2.576 1.483 -0.822  -0.189
C11 -4.040 1.623 -0.541  -0.117
H10 -2.057 2.440 -0.882  0.095
H11 -4.498 2.295 -1.284  0.077
H12 -4.197 2.073 0.447  0.035
H13 -4.583 0.660 -0.541  0.066
Sr1 -1.301 0.346 1.778  1.012
Cl1 0.435 2.554 1.326  -0.251
Cl2 -3.760 0.527 2.869  -0.428
H14 4.428 1.313 -1.646  0.080
H15 4.838 1.917 0.820  0.082
C12 3.377 1.403 -1.330  -0.055
C13 3.801 1.673 1.091  -0.081
N1 3.214 0.896 0.019  -0.190
H16 2.730 0.839 -2.004  0.079
C14 2.511 -0.231 0.264  -0.325
O2 2.047 -0.564 1.367  -0.072
H17 3.774 1.088 2.014  0.080
H18 2.379 -0.859 -0.639  0.125
H19 3.108 2.469 -1.367  0.089
H20 3.239 2.604 1.232  0.044
H21 -0.540 -5.537 1.615  0.090
H22 1.348 -5.445 -0.244  0.088
C15 -1.104 -4.891 0.930  -0.035
C16 0.692 -4.733 -0.765  -0.043
N2 -0.184 -4.054 0.178  -0.181
H23 -1.796 -4.260 1.490  0.090
C17 -0.140 -2.731 0.364  -0.279
O3 -0.861 -2.116 1.188  -0.157
H24 1.299 -3.985 -1.283  0.095
H25 0.572 -2.203 -0.296  0.122
H26 -1.646 -5.537 0.229  0.089
H27 0.098 -5.297 -1.494  0.089
C18 0.112 -0.382 6.176  0.004
C19 0.575 -0.437 4.752  -0.549
N3 1.734 -1.045 4.476  0.192
O4 -0.101 0.074 3.842  -0.174
H28 0.817 -0.847 6.867  0.071
H29 -0.857 -0.887 6.247  0.096
H30 -0.034 0.667 6.452  0.096
H31 2.073 -1.058 3.515  0.092
H32 2.264 -1.479 5.218  0.104


4.
Here is a molecular structure, C19H32Cl4NO5PPd from the OMol25 dataset. Energies are from ωB97M-V/def2-TZVPD.

Computed properties:
multiplicity	5
ΔE to the lowest compared entry with this formula, charge and spin	0.0	kJ/mol
expectation value of S²	6.05
charge	0
HOMO-LUMO gap (spin up / spin down)	7.26 / 5.77	eV

Last column: Mulliken spin population.
CARTESIAN COORDINATES (ANGSTROEM)
Pd1 -1.351 -1.154 1.094  1.324
Cl1 -0.642 -2.600 8.363  0.050
C1 -0.340 -2.130 6.741  0.283
C2 -1.068 -2.743 5.715  -0.095
C3 -0.829 -2.370 4.423  0.182
Cl2 -1.680 -3.090 3.132  0.048
C4 0.158 -1.346 4.078  0.068
O1 0.377 -0.989 2.917  0.358
C5 0.876 -0.767 5.209  0.198
Cl3 2.043 0.432 4.862  0.033
C6 0.627 -1.148 6.495  -0.092
H1 -1.806 -3.497 5.945  -0.002
H2 1.167 -0.700 7.317  -0.002
O2 -3.683 -2.309 -1.645  0.004
Cl4 -3.581 -3.335 -0.606  0.004
O3 -2.488 -4.265 -0.967  0.002
O4 -0.374 -2.337 -1.516  0.027
O5 -3.142 -2.638 0.658  0.019
C7 1.177 3.017 -0.033  -0.008
C8 0.132 2.437 -0.999  0.104
C9 0.158 3.233 -2.305  0.008
C10 -1.229 2.611 -0.305  0.048
P1 0.488 0.595 -1.208  -0.172
N1 0.027 0.028 0.231  0.998
C11 -0.467 -0.114 -2.669  0.020
C12 0.005 0.373 -4.042  0.001
C13 -1.930 0.315 -2.470  0.002
C14 -0.431 -1.667 -2.752  0.013
C15 2.336 0.289 -1.402  0.062
C16 2.542 -1.164 -1.862  -0.010
C17 3.019 0.430 -0.028  0.014
C18 3.014 1.214 -2.418  0.003
H3 0.858 4.028 0.231  0.001
H4 2.168 3.095 -0.473  0.000
H5 1.237 2.433 0.885  0.004
H6 0.082 4.294 -2.054  -0.001
H7 -0.685 2.993 -2.951  0.001
H8 1.079 3.094 -2.868  0.002
H9 -1.303 3.649 0.029  0.000
H10 -1.313 1.966 0.568  -0.009
H11 -2.071 2.413 -0.962  0.002
H12 -0.033 1.456 -4.143  0.000
H13 -0.662 -0.048 -4.799  0.000
H14 1.012 0.035 -4.279  0.000
H15 -2.065 1.382 -2.639  0.003
H16 -2.306 0.053 -1.481  -0.010
H17 -2.550 -0.218 -3.190  -0.001
H18 0.410 -1.980 -3.374  0.001
H19 -1.347 -1.958 -3.274  0.000
H20 -0.924 -3.146 -1.590  -0.003
H21 1.969 -1.872 -1.265  0.004
H22 3.601 -1.403 -1.755  0.003
H23 2.286 -1.297 -2.910  0.001
H24 2.400 0.027 0.774  -0.013
H25 3.262 1.463 0.209  0.001
H26 3.956 -0.130 -0.052  0.002
H27 2.572 1.143 -3.410  0.000
H28 4.061 0.909 -2.504  0.000
H29 3.007 2.259 -2.114  0.001
C19 -2.796 0.077 2.243  0.599
H30 -3.677 -0.559 2.217  -0.030
H31 -2.945 1.025 1.734  -0.037
H32 -2.386 0.204 3.244  -0.011


It is found that the energy values, taken in the order of the records, are -5376.66528, -5230.36404, -2159.72226, -3483.75953 a.u..